P.
The following is a quantum chemistry calculation of C4H12N2O2 as an isolated structure, from the OMol25 dataset.

```
! wB97M-V def2-TZVPD RIJCOSX def2/J DEFGRID3
* xyz 0 1
C -1.43718 -0.70033 0.39140
C -0.77871 -1.73641 1.53693
O -1.65536 0.58515 0.81905
H -0.82123 1.05131 0.53478
H -2.00938 -1.34348 1.33647
H -2.15506 -1.12787 -0.31033
H 0.25282 -1.76686 1.00881
H -1.12216 -2.77316 1.55498
H -0.68925 -1.28941 2.52609
C 1.80090 1.24683 -0.13590
N 0.49083 0.85976 -0.65429
N 0.05355 1.55833 -1.81128
C 0.25475 -0.57447 -0.77668
O 1.08435 -1.37646 -0.26797
H -0.25310 2.48619 -1.54006
H 0.81797 1.65328 -2.48013
H -0.23204 -0.78279 -1.73592
H 2.59007 1.10068 -0.88484
H 1.76740 2.29652 0.16041
H 2.04080 0.63320 0.72848
*
```

Values from the calculation:
Orbital gap ... 9.5 eV
HOMO ... -8.613 eV

Q.
The following is a quantum chemistry calculation of a 2-piece molecular cluster, C4H12N2O2 overall, from the OMol25 dataset.

```
! wB97M-V def2-TZVPD RIJCOSX def2/J DEFGRID3
* xyz 0 1
O -1.48679 -0.53365 -1.22874
C -1.37485 -1.23011 -0.25748
C -0.14461 -1.27310 0.65301
C -0.61862 -1.33560 2.08912
N 0.72877 -0.12285 0.48772
C 1.47889 -0.04403 -0.75273
N 2.07457 1.28237 -0.81781
H -2.21350 -1.89603 0.05078
H 0.41827 -2.17467 0.37957
H -1.19151 -0.43388 2.33174
H -1.27149 -2.17456 2.31824
H 0.23427 -1.35499 2.76941
H 0.21690 0.74529 0.65409
H 0.84975 -0.17162 -1.63376
H 2.22324 -0.84879 -0.72664
H 2.68655 1.39981 -0.01580
H 2.64110 1.35832 -1.65574
H -0.42447 2.11259 -0.85275
H -0.61710 3.28333 0.11907
O -1.00709 2.44318 -0.15953
*
```

Values from the calculation:
Orbital gap ... 9.6 eV
HOMO ... -8.616 eV

R.
The following is a quantum chemistry calculation of C4H12N2O2 as an isolated structure, from the OMol25 dataset.

```
! wB97M-V def2-TZVPD RIJCOSX def2/J DEFGRID3
* xyz 0 1
C -1.74861 1.68233 0.81774
N 0.87496 0.75589 1.67447
O -0.62398 1.39957 0.07087
H 1.68387 0.16778 1.89099
H 0.08310 0.16618 1.95270
H -1.44167 1.94571 1.84776
H -2.43947 0.82653 0.88385
H -2.29487 2.54130 0.40615
C 1.78511 -1.60071 0.05971
C -0.68285 -0.16788 -1.95858
N 1.09163 -0.33463 -0.10566
C -0.43320 -0.39005 -0.48059
O -1.09476 -1.14328 0.21486
H 1.60330 0.36183 -0.63493
H 1.97051 -2.09398 -0.90101
H 2.74636 -1.45216 0.55771
H 1.15789 -2.25189 0.66739
H -0.25970 -1.01822 -2.50122
H -1.75717 -0.13717 -2.12772
H -0.22046 0.74286 -2.33448
*
```

Values from the calculation:
Orbital gap (spin up / spin down) ... 6.8 / 7.1 eV
HOMO (spin up / spin down) ... -8.251 / -8.435 eV

Pick Q: it beats the second-best structure by 112.3 kcal/mol.

P.
The following is a quantum chemistry calculation of a 2-piece molecular cluster, C4H12N2O2 overall, from the OMol25 dataset.

```
! wB97M-V def2-TZVPD RIJCOSX def2/J DEFGRID3
* xyz 0 1
N 1.31598 0.83041 1.28064
C 1.10934 0.15002 -0.00292
C 0.75916 -1.34576 0.02522
C -0.49468 -1.59991 0.78437
O -0.72251 -2.71711 1.16742
C 0.32132 0.92744 -0.99723
N 0.24520 0.33177 -2.38519
H 2.03089 1.56953 1.28715
H 0.47043 1.18463 1.71406
H 2.18352 0.12225 -0.48690
H 1.72661 -1.92489 0.59632
H 0.87671 -1.75735 -0.95980
H -1.14195 -0.72022 1.06264
H -0.76642 0.95910 -0.57173
H 0.62224 2.07549 -1.11084
H 0.67190 0.95430 -3.02708
H -0.61572 0.03250 -2.87452
H -3.17160 -0.22559 1.01664
H -2.99556 0.79234 2.07740
O -2.42485 0.36105 1.40435
*
```

Values from the calculation:
Orbital gap ... 9.2 eV
HOMO ... -8.896 eV

Q.
The following is a quantum chemistry calculation of a 2-piece molecular cluster, C4H12N2O2 overall, from the OMol25 dataset.

```
! wB97M-V def2-TZVPD RIJCOSX def2/J DEFGRID3
* xyz 0 1
C 0.04107 -0.27570 0.11480
C 1.08411 -0.28864 -1.02819
C 0.68935 -1.04019 -2.24909
O -0.39256 -0.96410 -2.79559
N 0.76542 0.24572 1.26585
C 0.18022 0.12130 2.60409
N 0.98051 0.47547 3.77288
H -0.38315 -1.27052 0.30756
H -0.81658 0.30805 -0.26278
H 1.46650 0.71148 -1.29170
H 1.96400 -0.77849 -0.57102
H 1.33423 -1.81975 -2.69305
H 1.02679 1.19786 1.03696
H -0.68768 0.77866 2.65307
H -0.05248 -0.93375 2.77788
H 1.54602 -0.32841 4.02524
H 1.66096 1.21996 3.64722
H -2.92494 0.33759 -3.59297
H -3.97359 1.45626 -3.56582
O -3.50822 0.84719 -4.15535
*
```

Values from the calculation:
Orbital gap ... 9.8 eV
HOMO ... -9.077 eV

Pick Q: it beats the second-best structure by 24.1 kcal/mol.

P.
The following is a quantum chemistry calculation of a 2-piece molecular cluster, C4H12N2O2 overall, from the OMol25 dataset.

```
! wB97M-V def2-TZVPD RIJCOSX def2/J DEFGRID3
* xyz 0 1
C 2.59787 -0.38894 1.17284
C 2.67497 0.28777 -0.19405
N 1.56201 0.85615 -0.73888
C 0.26591 1.00815 -0.09042
C -0.88458 0.58772 -0.98460
N -2.14992 0.89915 -0.31370
O 3.68332 0.09894 -0.84411
H 1.65225 -0.56120 1.70393
H 3.16039 -1.31049 1.11073
H 3.00371 0.27609 1.95071
H 1.50336 0.95561 -1.73781
H 0.28551 0.53083 0.88126
H 0.07718 2.06300 0.16580
H -0.85591 1.09678 -1.96015
H -0.76882 -0.45286 -1.29282
H -2.97750 0.61983 -0.82997
H -2.06633 0.40307 0.56812
H -3.97168 -2.09424 1.11929
H -3.24398 -2.87652 0.05296
O -3.54775 -1.99885 0.26086
*
```

Values from the calculation:
Orbital gap ... 9.9 eV
HOMO ... -9.396 eV

Q.
The following is a quantum chemistry calculation of a 2-piece molecular cluster, C4H12N2O2 overall, from the OMol25 dataset.

```
! wB97M-V def2-TZVPD RIJCOSX def2/J DEFGRID3
* xyz 0 1
O -3.08936 -0.58946 -0.28253
C -2.18950 0.20535 -0.26144
C -0.90628 -0.07043 0.51673
C 0.07070 -0.69766 -0.54737
C 1.23044 0.15582 -1.04682
N 1.52080 -0.18993 -2.45664
N -0.32117 1.07423 1.16871
H -2.23578 1.16343 -0.82448
H -1.16957 -0.86395 1.20311
H 0.42083 -1.65098 -0.16436
H -0.50424 -1.00276 -1.41288
H 1.02776 1.22299 -1.05094
H 2.10902 -0.10227 -0.44977
H 2.00994 -1.07807 -2.50004
H 2.15388 0.50244 -2.83723
H -0.90035 1.40852 1.92557
H -0.08262 1.82164 0.53764
H 2.13834 0.42086 1.70647
H 1.73369 -0.52498 2.86432
O 2.48520 -0.10006 2.43998
*
```

Values from the calculation:
Orbital gap ... 10.0 eV
HOMO ... -9.339 eV

Pick P: it beats the second-best structure by 15.1 kcal/mol.